(1)
The following is a quantum chemistry calculation of C9H13N3O in the gas phase at a distorted geometry, from the OMol25 dataset.

Geometry as XYZ:
```
26
Properties=species:S:1:pos:R:3:nbo_charge:R:1
C 0.522 -3.082 2.663 -0.08
C 0.425 -1.758 2.177 -0.11
C -1.031 -2.973 1.249 0.17
C 1.135 0.912 -1.601 -0.42
C -0.368 1.317 -1.731 -0.40
C 1.120 0.367 -0.116 -0.46
C -0.771 1.855 -0.307 -0.46
C -0.104 0.817 0.606 -0.16
C -1.251 -0.521 0.755 0.03
N -0.416 -3.838 2.049 -0.44
N -2.197 -0.121 1.627 0.11
N -0.601 -1.716 1.279 -0.37
O -3.170 0.454 1.146 -0.29
H 1.280 -3.607 3.136 0.21
H 0.971 -0.899 2.404 0.21
H -2.005 -3.308 0.807 0.20
H 1.270 -0.043 -2.135 0.23
H 1.736 1.827 -1.752 0.22
H -0.588 1.763 -2.755 0.23
H -1.021 0.355 -1.830 0.18
H 1.218 -0.718 -0.087 0.23
H 2.068 0.659 0.304 0.23
H -0.582 2.958 -0.145 0.24
H -1.870 1.631 -0.397 0.24
H 0.032 1.067 1.700 0.24
H -1.771 -0.693 -0.228 0.22
```

## Properties
* multiplicity: 1
* energy relative to the best compared isomer or geometry (same formula, charge and spin): 122.8 kcal per mole
* frontier orbital gap: 8.0630 eV

***

(2)
The following is a quantum chemistry calculation of 2 unconnected molecules or ions with the total composition C4H10INOS at a distorted geometry, from the OMol25 dataset.

Geometry as XYZ:
```
18
Properties=species:S:1:pos:R:3:nbo_charge:R:1
C 0.608 0.316 0.093 -0.21
C 1.935 -0.336 -0.053 -0.66
C -1.124 2.089 -0.159 -0.66
C 0.245 1.515 -0.334 -0.15
N -1.129 -1.542 -0.445 -1.04
O 0.111 -1.600 1.807 -0.99
S -0.657 -0.664 0.960 1.40
I -1.002 -4.115 3.758 -0.20
H 2.114 -0.976 0.812 0.25
H 2.733 0.399 -0.128 0.23
H 1.953 -0.963 -0.945 0.22
H -1.492 1.926 0.852 0.23
H -1.821 1.614 -0.850 0.23
H -1.123 3.156 -0.363 0.22
H -0.403 -2.896 2.939 0.16
H 0.960 2.125 -0.872 0.21
H -2.107 -1.794 -0.413 0.39
H -0.569 -2.375 -0.574 0.39
```

## Properties
* multiplicity: 1
* energy relative to the best compared isomer or geometry (same formula, charge and spin): 0.0 kcal per mole
* frontier orbital gap: 9.8189 eV